A cluster of 8 separate species, C38H61ClF2N2O8Si in total at a distorted geometry, computed with the ωB97M-V functional and the def2-TZVPD basis.

Last column: Mulliken charge in e.
Positions of all 113 atoms, in Å:
C1 2.19 -0.32 2.39  -0.905
Si1 2.72 -1.80 1.27  0.265
C2 4.65 -1.85 0.94  -0.460
C3 1.90 -1.79 -0.49  -0.077
C4 2.46 -0.43 -1.31  -0.711
C5 1.59 -0.10 -2.66  0.923
F1 0.61 -1.19 -3.01  -0.271
F2 2.58 -0.10 -3.80  -0.378
C6 0.90 1.39 -2.68  -0.528
C7 1.95 2.60 -2.21  -0.168
N1 2.73 3.52 -1.68  -0.515
C8 -0.54 1.50 -1.90  0.971
C9 -0.66 0.63 -0.52  -0.250
N2 -0.73 0.06 0.67  -0.534
C10 -1.77 1.21 -2.97  -0.541
C11 -2.72 -0.07 -2.59  0.409
O1 -2.32 -1.34 -2.46  -0.423
Cl1 -4.57 0.23 -2.35  -0.226
C12 2.32 -3.55 2.05  0.363
C13 0.89 -4.34 1.84  -0.219
C14 0.75 -5.84 2.54  -0.387
C15 1.97 -6.57 3.40  -0.440
C16 3.39 -5.72 3.61  -0.353
C17 3.57 -4.22 2.94  -0.254
H1 2.00 0.61 1.66  0.200
H2 1.22 -0.51 3.04  0.287
H3 3.09 0.02 3.08  0.290
H4 4.91 -1.14 0.05  0.328
H5 4.88 -2.97 0.66  -0.030
H6 5.17 -1.55 1.95  0.080
H7 2.31 -2.73 -1.06  0.195
H8 0.73 -1.83 -0.46  0.306
H9 3.58 -0.62 -1.63  0.254
H10 2.38 0.44 -0.50  0.054
H11 0.67 1.63 -3.82  0.561
H12 -0.66 2.65 -1.59  0.288
H13 -1.42 1.08 -4.08  0.402
H14 -2.49 2.16 -2.96  0.296
H15 0.00 -3.86 1.21  0.224
H16 -0.27 -6.40 2.38  0.305
H17 1.85 -7.66 3.86  0.267
H18 4.29 -6.17 4.22  0.269
H19 4.60 -3.65 3.09  0.171
C18 8.98 -1.91 2.49  -1.080
C19 8.09 -2.75 3.37  0.779
C20 8.76 -3.71 4.32  -1.126
O2 6.87 -2.66 3.32  -0.496
H20 8.35 -1.27 1.86  0.241
H21 9.62 -1.28 3.11  0.349
H22 9.58 -2.56 1.85  0.343
H23 9.40 -3.16 5.02  0.332
H24 9.36 -4.43 3.76  0.337
H25 8.00 -4.25 4.89  0.276
C21 -3.43 6.32 -1.14  -0.679
C22 -2.67 5.06 -0.81  0.806
C23 -3.07 4.33 0.44  -0.855
O3 -1.76 4.66 -1.53  -0.602
H26 -3.04 6.74 -2.07  0.319
H27 -4.49 6.08 -1.28  0.304
H28 -3.31 7.05 -0.34  -0.050
H29 -4.11 4.00 0.37  0.304
H30 -2.93 4.97 1.32  0.277
H31 -2.43 3.44 0.56  0.164
C24 -0.68 9.89 0.63  -1.180
C25 -2.03 9.53 1.19  0.875
C26 -2.27 9.82 2.65  -1.062
O4 -2.90 9.03 0.49  -0.596
H32 -0.64 9.62 -0.43  0.301
H33 -0.50 10.96 0.73  0.355
H34 0.10 9.32 1.16  0.334
H35 -2.17 10.89 2.84  0.364
H36 -1.57 9.26 3.26  0.328
H37 -3.29 9.52 2.91  0.223
C27 4.12 -5.82 -0.35  0.157
C28 4.74 -5.14 -1.53  0.812
C29 5.12 -5.99 -2.71  -1.270
O5 4.94 -3.92 -1.53  -0.530
H38 3.90 -5.08 0.43  -0.350
H39 3.18 -6.30 -0.65  -0.171
H40 4.81 -6.57 0.06  0.444
H41 4.22 -6.48 -3.12  0.252
H42 5.85 -6.74 -2.41  0.348
H43 5.56 -5.36 -3.49  0.335
C30 -5.76 7.08 1.86  -0.606
C31 -5.70 6.30 3.15  0.847
C32 -6.93 5.54 3.56  -1.172
O6 -4.68 6.29 3.84  -0.575
H44 -4.80 7.58 1.69  -0.139
H45 -5.96 6.40 1.03  0.277
H46 -6.55 7.84 1.93  0.439
H47 -7.17 4.79 2.81  0.307
H48 -7.76 6.23 3.70  0.332
H49 -6.73 5.03 4.51  0.311
C33 -7.56 1.78 -3.56  -0.585
C34 -8.83 1.20 -4.11  0.784
C35 -8.75 0.38 -5.37  -1.041
O7 -9.91 1.39 -3.55  -0.566
H50 -7.77 2.34 -2.65  0.297
H51 -6.86 0.97 -3.32  -0.090
H52 -7.11 2.45 -4.30  0.340
H53 -8.10 -0.48 -5.21  0.297
H54 -8.35 1.00 -6.18  0.313
H55 -9.75 0.03 -5.65  0.289
C36 0.25 -7.30 -2.34  -0.935
C37 0.31 -8.08 -1.06  0.897
C38 -0.92 -8.84 -0.64  -1.232
O8 1.33 -8.09 -0.37  -0.520
H56 1.21 -6.80 -2.51  0.112
H57 0.05 -7.98 -3.18  0.357
H58 -0.54 -6.54 -2.28  0.301
H59 -1.16 -9.59 -1.40  0.389
H60 -1.75 -8.15 -0.50  0.323
H61 -0.72 -9.35 0.31  0.295

**E_tot**: -85574.7762 eV
**Net charge**: 0
**SMILES string**: C[Si](C)(CCC(F)(F)[C@H](C#N)[C@H](C#N)CC(=O)Cl)c1ccccc1.CC(C)=O.CC(C)=O.CC(C)=O.CC(C)=O.CC(C)=O.CC(C)=O.CC(C)=O
**HOMO-LUMO gap**: 0.2712 Ha
**Max |F|**: 12.69 eV Å⁻¹
**E_LUMO**: -0.53 eV


A structure of composition C38H63BF6N7O4PPbSi, computed with the ωB97M-V functional and the def2-TZVPD basis.

Last column: Löwdin spin population.
Positions of all 122 atoms, in Å:
Pb1 -0.38 0.18 -1.15  -0.003
C1 3.25 0.12 -1.12  0.000
C2 3.19 -1.07 -0.19  0.000
C3 2.93 -2.37 -0.96  -0.001
C4 2.21 -0.93 0.94  0.000
C5 2.48 -1.17 2.28  0.000
C6 1.28 -1.07 2.95  0.000
C7 1.29 -1.17 4.46  0.000
C8 0.09 -1.70 5.22  0.000
C9 1.82 0.15 5.05  0.000
N1 0.32 -0.78 2.03  0.000
N2 0.91 -0.68 0.80  0.000
B1 -1.25 -0.93 2.04  0.000
N3 -1.70 -1.97 0.95  0.000
N4 -1.49 -1.74 -0.39  0.001
C10 -1.99 -2.75 -1.08  0.001
C11 -2.54 -3.68 -0.20  0.001
C12 -2.38 -3.14 1.06  0.000
C13 -3.01 -3.77 2.27  0.000
C14 -2.15 -3.92 3.52  0.000
C15 -4.33 -3.07 2.59  0.000
C16 -1.97 -2.78 -2.58  0.012
C17 -3.33 -2.37 -3.14  0.001
C18 -1.56 -4.16 -3.10  0.000
N5 -2.01 0.42 1.77  0.000
N6 -2.15 0.89 0.50  0.000
C19 -3.03 1.89 0.52  0.000
C20 -3.43 2.11 1.84  0.000
C21 -2.78 1.16 2.60  0.000
C22 -2.90 1.09 4.10  0.000
C23 -1.56 1.44 4.74  0.000
C24 -3.54 -0.17 4.67  0.000
C25 -3.57 2.57 -0.70  0.000
C26 -4.39 1.58 -1.53  0.000
C27 -2.51 3.28 -1.52  0.000
H1 4.09 0.02 -1.80  0.000
H2 2.36 0.21 -1.75  0.000
H3 3.36 1.06 -0.59  0.000
H4 4.16 -1.17 0.30  0.000
H5 1.99 -2.32 -1.51  -0.001
H6 3.72 -2.54 -1.68  0.000
H7 2.89 -3.23 -0.29  0.000
H8 3.44 -1.41 2.71  0.000
H9 2.08 -1.90 4.63  0.000
H10 -0.80 -1.08 5.12  0.000
H11 -0.16 -2.71 4.91  0.000
H12 0.34 -1.73 6.28  0.000
H13 1.15 0.99 4.85  0.000
H14 1.92 0.06 6.13  0.000
H15 2.79 0.40 4.63  0.000
H16 -1.58 -1.32 3.10  0.000
H17 -3.03 -4.60 -0.44  0.000
H18 -3.24 -4.78 1.92  0.000
H19 -2.17 -3.02 4.12  0.000
H20 -2.56 -4.73 4.13  0.000
H21 -1.12 -4.17 3.29  0.000
H22 -4.15 -2.04 2.87  0.000
H23 -5.00 -3.07 1.73  0.000
H24 -4.83 -3.57 3.42  0.000
H25 -1.21 -2.07 -2.91  0.006
H26 -4.10 -3.07 -2.81  0.001
H27 -3.62 -1.38 -2.81  0.000
H28 -3.31 -2.37 -4.23  0.000
H29 -2.31 -4.91 -2.83  0.000
H30 -1.48 -4.15 -4.18  0.000
H31 -0.61 -4.48 -2.68  0.000
H32 -4.15 2.83 2.19  0.000
H33 -3.59 1.91 4.34  0.000
H34 -0.77 0.82 4.31  0.000
H35 -1.30 2.48 4.55  0.000
H36 -1.57 1.28 5.81  0.000
H37 -2.92 -1.06 4.55  0.000
H38 -3.72 -0.03 5.74  0.000
H39 -4.50 -0.36 4.20  0.000
H40 -4.26 3.33 -0.32  0.000
H41 -3.74 0.84 -2.00  0.000
H42 -5.12 1.06 -0.92  0.000
H43 -4.91 2.10 -2.34  0.000
H44 -1.70 2.62 -1.82  0.000
H45 -2.94 3.69 -2.44  0.000
H46 -2.05 4.10 -0.97  0.000
O1 -1.87 0.56 -3.53  -0.001
H47 -1.33 -0.04 -4.06  -0.001
H48 -1.55 1.44 -3.77  0.000
N7 -0.24 3.26 1.84  0.000
C28 0.81 3.21 1.30  0.000
H49 -1.22 3.02 1.82  0.000
F1 2.06 2.33 -2.62  0.000
P1 1.24 3.64 -3.17  0.000
F2 0.01 2.64 -3.59  0.000
F3 1.89 3.43 -4.62  0.001
F4 2.48 4.58 -2.72  0.000
F5 0.41 4.90 -3.67  0.000
F6 0.60 3.78 -1.68  0.000
C29 2.60 0.22 -4.83  0.269
Si1 1.32 -1.30 -4.78  0.095
C30 2.39 -2.83 -4.92  0.025
C31 0.16 -1.06 -6.21  0.016
O2 0.65 -1.09 -3.33  0.543
H50 3.09 -0.03 -5.77  0.022
H51 3.24 0.17 -3.97  0.005
H52 2.00 1.13 -4.85  0.005
H53 2.72 -2.92 -5.95  0.001
H54 1.82 -3.71 -4.64  0.000
H55 3.25 -2.76 -4.26  0.000
H56 0.66 -1.30 -7.14  0.001
H57 -0.20 -0.03 -6.27  0.000
H58 -0.71 -1.71 -6.12  0.000
O3 3.45 2.55 2.85  0.000
C32 3.72 2.98 1.84  0.000
O4 1.89 3.26 0.84  0.000
C33 4.60 3.47 0.84  0.000
C34 4.24 3.75 -0.48  0.000
C35 5.24 4.19 -1.34  0.000
C36 6.54 4.33 -0.88  0.000
C37 6.89 4.04 0.44  0.000
C38 5.92 3.60 1.32  0.000
H59 3.24 3.65 -0.84  0.000
H60 4.98 4.42 -2.36  0.000
H61 7.31 4.67 -1.56  0.000
H62 7.91 4.16 0.77  0.000
H63 6.17 3.37 2.35  0.000

**E_tot**: -98448.7272 eV
**Net charge**: +1
**Spin multiplicity**: 2
**HOMO-LUMO gap (spin up / spin down)**: 0.2662 / 0.2129 Ha
**Max |F|**: 0.95 eV Å⁻¹
**E_LUMO (spin up / spin down)**: -3.99 / -5.44 eV


A structure of composition C38H63BaF4N11OP, computed with the ωB97M-V functional and the def2-TZVPD basis.

Last column: Mulliken charge in e.
Positions of all 119 atoms, in Å:
Ba1 0.37 -0.19 2.26  1.849
C1 1.65 1.67 4.82  -1.220
N1 1.42 2.21 3.48  1.055
C2 0.50 3.34 3.53  -1.048
C3 2.68 2.52 2.79  -2.238
C4 2.94 1.66 1.56  0.442
N2 2.96 0.25 1.90  -0.825
C5 3.59 -0.60 1.10  0.741
C6 3.70 -1.97 1.49  0.181
F1 3.08 -2.35 2.64  -0.522
C7 4.40 -2.90 0.77  0.244
F2 4.51 -4.16 1.28  -0.480
C8 4.99 -2.63 -0.45  -0.479
C9 4.83 -1.33 -0.90  0.365
F3 5.34 -0.99 -2.10  -0.383
C10 4.17 -0.36 -0.18  0.490
F4 4.05 0.86 -0.76  -0.524
H1 2.12 2.41 5.48  0.397
H2 2.31 0.81 4.75  0.369
H3 0.70 1.36 5.26  0.174
H4 0.88 4.15 4.17  0.347
H5 -0.46 3.01 3.93  0.026
H6 0.35 3.73 2.53  0.210
H7 3.51 2.38 3.49  0.489
H8 2.69 3.57 2.49  0.493
H9 3.89 2.01 1.15  0.582
H10 2.17 1.89 0.80  -0.524
H11 5.58 -3.36 -0.99  0.531
C11 -2.66 0.87 6.34  -1.265
C12 -2.48 0.67 4.86  0.345
O1 -1.41 0.29 4.38  -0.327
N3 -3.54 0.95 4.07  0.034
C13 -3.49 0.82 2.62  -0.848
C14 -3.59 -0.61 2.13  0.592
C15 -4.83 -1.17 1.84  -0.755
C16 -4.87 -2.47 1.37  -0.612
C17 -3.69 -3.16 1.19  -0.834
C18 -2.49 -2.52 1.50  -0.158
N4 -2.44 -1.27 1.97  0.455
H12 -2.17 1.80 6.62  0.271
H13 -2.17 0.06 6.87  0.295
H14 -3.71 0.92 6.63  0.443
H15 -4.41 1.20 4.51  0.270
H16 -2.56 1.26 2.26  -0.304
H17 -4.31 1.40 2.21  0.717
H18 -5.73 -0.59 1.97  0.477
H19 -5.82 -2.93 1.13  0.423
H20 -3.67 -4.17 0.80  0.483
H21 -1.54 -3.00 1.33  0.300
N5 2.03 -6.35 0.18  -0.076
C19 2.17 -6.12 1.66  -0.502
C20 0.97 -5.32 2.17  -0.846
N6 0.73 -4.11 1.40  0.231
C21 0.57 -4.38 -0.02  0.667
C22 1.79 -5.07 -0.60  -0.336
H22 1.24 -6.98 0.01  0.393
H23 2.87 -6.81 -0.17  0.358
H24 3.09 -5.56 1.80  0.218
H25 2.25 -7.09 2.14  0.427
H26 1.14 -5.08 3.21  0.446
H27 0.07 -5.94 2.12  0.388
H28 1.45 -3.41 1.56  -0.104
H29 0.35 -3.45 -0.56  -0.877
H30 -0.31 -5.01 -0.16  0.509
H31 2.69 -4.46 -0.50  -0.116
H32 1.65 -5.35 -1.64  0.447
N7 -0.60 -1.78 -1.26  -0.388
C23 -0.16 -1.08 -0.25  -0.499
H33 -0.86 -1.22 -2.08  0.241
N8 -0.05 0.37 -0.28  0.392
P1 -0.37 1.27 -1.54  -2.105
N9 -2.00 1.43 -1.79  0.218
C24 -2.65 2.38 -2.69  -1.206
C25 -3.41 1.67 -3.80  -0.414
C26 -4.43 0.70 -3.19  -1.027
C27 -3.76 -0.25 -2.21  -0.682
C28 -2.97 0.52 -1.16  0.447
N10 0.42 0.70 -2.89  1.527
C29 1.64 -0.10 -2.79  0.031
C30 1.63 -1.21 -3.83  -0.775
C31 1.44 -0.65 -5.23  -1.008
C32 0.19 0.23 -5.29  -0.859
C33 0.25 1.31 -4.21  -0.608
N11 0.07 2.88 -1.45  0.974
C34 1.46 3.28 -1.71  0.185
C35 1.49 4.70 -2.27  -1.250
C36 0.80 5.67 -1.32  -0.735
C37 -0.62 5.19 -1.01  -0.969
C38 -0.60 3.75 -0.50  0.519
H34 -1.90 3.07 -3.08  0.443
H35 -3.36 2.98 -2.10  0.710
H36 -2.71 1.11 -4.42  0.026
H37 -3.91 2.40 -4.43  0.436
H38 -4.94 0.14 -3.98  0.492
H39 -5.20 1.28 -2.67  0.291
H40 -3.08 -0.93 -2.73  0.196
H41 -4.51 -0.88 -1.70  0.459
H42 -2.45 -0.15 -0.49  -0.685
H43 -3.67 1.14 -0.57  0.325
H44 1.73 -0.50 -1.79  -0.840
H45 2.52 0.54 -2.97  0.572
H46 0.82 -1.91 -3.58  0.279
H47 2.57 -1.77 -3.76  0.391
H48 1.37 -1.45 -5.97  0.479
H49 2.32 -0.05 -5.50  0.309
H50 -0.70 -0.38 -5.12  0.225
H51 0.10 0.71 -6.27  0.453
H52 -0.66 1.91 -4.23  0.263
H53 1.09 1.99 -4.42  0.388
H54 1.92 2.58 -2.40  -0.008
H55 2.04 3.26 -0.78  0.025
H56 0.98 4.70 -3.24  0.346
H57 2.53 4.99 -2.44  0.395
H58 0.77 6.67 -1.74  0.451
H59 1.37 5.73 -0.39  0.265
H60 -1.23 5.23 -1.91  0.271
H61 -1.09 5.83 -0.26  0.361
H62 -1.61 3.39 -0.33  0.404
H63 -0.07 3.72 0.47  -0.705

**E_tot**: -79716.7474 eV
**Net charge**: +1
**HOMO-LUMO gap**: 0.2248 Ha
**Max |F|**: 0.53 eV Å⁻¹
**E_LUMO**: -2.24 eV


A structure of composition C38H63BrF3InN16O3PS at a distorted geometry, computed with the ωB97M-V functional and the def2-TZVPD basis.

Last column: Mulliken charge in e.
Positions of all 127 atoms, in Å:
C1 0.36 -0.54 4.62  -1.228
C2 0.97 -0.74 3.22  -0.334
C3 0.90 0.50 2.32  -0.574
Br1 -0.95 1.06 2.11  -0.199
In1 1.93 0.10 0.39  0.516
C4 4.09 0.07 0.93  -1.213
C5 5.20 0.12 -0.14  0.850
C6 6.38 0.98 0.39  -1.750
C7 4.75 0.75 -1.47  -0.763
P1 0.85 -2.00 -0.57  0.190
N1 2.10 -3.22 -0.65  -0.688
O1 0.63 -1.63 -2.21  -0.145
S1 1.25 1.99 -1.25  0.199
O2 1.81 1.93 -2.61  -0.628
O3 -0.21 2.12 -1.19  -0.535
C8 1.80 3.68 -0.57  0.573
F1 1.99 3.55 0.78  -0.205
F2 2.98 4.11 -1.10  -0.208
F3 0.87 4.64 -0.79  -0.202
H1 0.88 -1.12 5.38  0.391
H2 0.44 0.53 4.89  0.255
H3 -0.69 -0.81 4.63  0.241
H4 2.03 -1.02 3.31  0.198
H5 0.41 -1.53 2.70  0.331
H6 1.46 1.32 2.79  0.439
H7 4.26 0.90 1.64  0.459
H8 4.21 -0.85 1.52  0.420
H9 5.62 -0.87 -0.34  0.224
H10 6.71 0.59 1.37  0.415
H11 7.22 1.02 -0.30  0.426
H12 6.01 2.00 0.58  0.335
H13 3.98 0.17 -1.98  0.056
H14 4.42 1.77 -1.29  -0.067
H15 5.62 0.82 -2.15  0.457
H16 3.00 -2.86 -0.35  0.277
H17 2.20 -3.52 -1.62  0.238
H18 -0.28 -1.29 -2.21  0.012
C9 -2.24 -0.90 -4.65  -0.606
C10 -2.62 -0.82 -3.25  0.437
N2 -2.84 -0.67 -2.13  -0.464
H19 -2.73 -0.12 -5.22  0.293
H20 -1.17 -0.76 -4.73  0.030
H21 -2.50 -1.86 -5.10  0.351
C11 -4.03 -0.75 6.56  -0.530
C12 -2.69 -1.26 6.81  0.376
N3 -1.63 -1.66 7.01  -0.459
H22 -4.75 -1.56 6.61  -0.018
H23 -4.30 -0.01 7.31  0.277
H24 -4.10 -0.28 5.58  0.368
C13 -2.01 4.52 2.99  -0.594
C14 -3.17 3.70 3.29  0.352
N4 -4.08 3.04 3.51  -0.433
H25 -1.71 4.37 1.95  0.125
H26 -2.22 5.57 3.15  0.338
H27 -1.17 4.22 3.62  0.230
C15 -3.87 -3.20 10.51  -0.622
C16 -4.48 -3.38 9.20  0.313
N5 -4.96 -3.52 8.17  -0.372
H28 -3.21 -4.03 10.74  0.028
H29 -3.28 -2.29 10.53  0.290
H30 -4.63 -3.13 11.29  0.319
C17 -0.65 2.90 -3.63  0.312
C18 -0.93 2.59 -5.03  0.156
N6 -1.14 2.34 -6.13  -0.609
H31 -0.19 2.05 -3.13  -0.481
H32 0.02 3.75 -3.56  0.283
H33 -1.57 3.14 -3.10  0.419
C19 1.34 -3.08 -5.01  -0.332
C20 0.11 -3.39 -5.70  0.359
N7 -0.90 -3.61 -6.20  -0.484
H34 2.14 -2.90 -5.73  0.311
H35 1.22 -2.21 -4.37  -0.073
H36 1.64 -3.92 -4.38  0.245
C21 -1.83 -6.60 12.76  -0.611
C22 -1.92 -5.18 13.05  0.357
N8 -1.99 -4.05 13.27  -0.412
H37 -2.51 -6.87 11.96  0.280
H38 -0.82 -6.87 12.46  0.286
H39 -2.09 -7.19 13.64  0.110
C23 2.22 4.05 -6.15  0.401
C24 3.38 3.27 -5.77  0.112
N9 4.31 2.66 -5.49  -0.518
H40 1.37 3.41 -6.39  0.045
H41 1.91 4.73 -5.36  0.388
H42 2.44 4.65 -7.03  -0.531
C25 3.61 3.13 -9.75  -0.631
C26 3.75 4.50 -9.32  0.400
N10 3.84 5.58 -8.93  -0.498
H43 3.09 3.08 -10.71  0.303
H44 4.58 2.65 -9.85  0.311
H45 3.02 2.57 -9.03  0.105
C27 0.65 6.42 -8.08  -0.818
C28 0.12 6.51 -6.73  0.548
N11 -0.31 6.58 -5.67  -0.494
H46 0.32 7.27 -8.68  0.365
H47 1.74 6.41 -8.06  0.215
H48 0.31 5.50 -8.56  0.285
C29 1.48 -0.67 -10.91  -0.821
C30 1.19 0.33 -9.90  0.403
N12 0.94 1.11 -9.10  -0.370
H49 2.46 -0.49 -11.35  0.265
H50 1.48 -1.67 -10.47  0.277
H51 0.73 -0.64 -11.70  0.269
C31 -7.89 -3.37 5.08  -0.818
C32 -7.46 -2.05 5.52  0.422
N13 -7.10 -1.03 5.89  -0.418
H52 -7.19 -3.76 4.34  0.259
H53 -7.92 -4.05 5.93  0.260
H54 -8.88 -3.32 4.63  0.320
C33 -4.74 -9.01 15.65  -0.758
C34 -3.57 -9.40 14.88  0.371
N14 -2.64 -9.70 14.27  -0.393
H55 -5.64 -9.35 15.16  0.264
H56 -4.69 -9.45 16.64  0.265
H57 -4.78 -7.92 15.75  0.278
C35 -3.46 5.24 -4.88  -0.155
C36 -4.69 4.66 -5.39  0.279
N15 -5.66 4.20 -5.79  -0.425
H58 -2.72 5.36 -5.67  0.056
H59 -3.65 6.22 -4.45  0.358
H60 -3.02 4.62 -4.10  -0.109
C37 5.59 -0.67 -4.82  -0.387
C38 5.85 -2.09 -4.61  0.237
N16 6.06 -3.20 -4.44  -0.454
H61 5.35 -0.47 -5.86  0.360
H62 4.76 -0.32 -4.21  -0.089
H63 6.47 -0.09 -4.56  0.354

**E_tot**: -173902.0945 eV
**Net charge**: -1
**HOMO-LUMO gap**: 0.2032 Ha
**Max |F|**: 1.14 eV Å⁻¹
**E_LUMO**: 1.18 eV